C18H20N2O5S2 | ωB97M-V/def2-TZVPD

The geometry in ORCA input format:
```
! RIJCOSX wB97M-V def2-TZVPD def2/J DEFGRID3
* xyz 0 1
O -0.762 -1.287 -1.525
C -0.353 -1.897 -0.604
N 0.895 -2.287 -0.421
H 1.028 -2.815 0.472
C 1.861 -2.293 -1.456
C 2.709 -1.157 -0.691
C 3.941 -1.530 -0.125
C 4.868 -0.433 0.137
C 4.368 0.859 0.252
C 3.181 1.130 -0.107
C 2.238 0.446 -0.627
H 1.209 0.610 -1.099
O 2.958 2.333 -0.007
C 4.147 3.096 0.723
O 5.035 1.932 0.712
H 4.491 3.750 0.159
H 3.938 3.285 1.723
H 5.839 -0.767 0.684
H 4.476 -2.317 -0.439
H 1.350 -1.714 -2.115
H 2.326 -3.053 -1.585
C -1.588 -2.038 0.715
C -2.897 -2.304 0.107
C -3.680 -1.089 -0.172
N -3.709 -0.046 0.533
S -3.828 1.393 0.329
O -4.965 1.230 -0.616
O -3.976 2.298 1.515
C -2.499 1.834 -0.374
C -1.285 2.398 0.159
C -0.281 2.786 -0.899
C -0.672 2.255 -2.231
S -2.193 1.660 -2.151
H -0.074 2.209 -3.020
H 0.627 3.041 -0.591
H -1.229 2.883 1.170
C -2.812 -0.468 1.726
C -1.433 -0.853 1.721
H -0.824 -1.001 2.348
H -1.113 0.086 0.988
H -3.200 -1.343 2.673
H -2.960 0.517 2.724
H -4.732 -1.402 -0.649
H -3.130 -0.820 -1.155
H -2.942 -3.008 -0.895
H -3.302 -2.999 0.814
H -1.046 -3.114 1.170
*
```

Calculated values
LUMO level = 0.09 eV
HOMO level = -8.017 eV

Here are the natural (NBO) charges for atoms 1 to 5, given in e: atom 1 (O): -0.665, atom 2 (C): 0.715, atom 3 (N): -0.608, atom 4 (H): 0.405, atom 5 (C): -0.230


C4H8AsBrClO2S | ωB97M-V/def2-TZVPD

The geometry in ORCA input format:
```
! RIJCOSX wB97M-V def2-TZVPD def2/J DEFGRID3
* xyz -1 1
O -0.502 -2.996 0.341
C -0.875 -2.139 -0.384
Cl -1.065 -2.564 -2.128
C -1.239 -0.776 0.019
As -0.300 0.787 -0.963
S -1.054 2.304 0.682
C 1.519 0.384 -0.013
C 1.541 0.141 1.423
O 1.257 -0.860 1.998
Br 2.199 1.652 2.580
H -1.175 -0.712 1.083
H -2.276 -0.653 -0.245
H 0.372 2.029 -1.651
H -1.625 1.085 -1.745
H 0.178 -0.116 -2.141
H -1.045 1.677 1.867
H 2.151 1.228 -0.211
H 1.942 -0.472 -0.511
*
```

Calculated values
LUMO level = 3.12 eV
HOMO level = -4.867 eV

Here are the natural (NBO) charges for atoms 1 to 5, given in e: atom 1 (O): -0.526, atom 2 (C): 0.578, atom 3 (Cl): -0.155, atom 4 (C): -0.843, atom 5 (As): 0.816


C4H6O2 | ωB97M-V/def2-TZVPD

The geometry in ORCA input format:
```
! RIJCOSX wB97M-V def2-TZVPD def2/J DEFGRID3
* xyz 0 1
C 0.267 -1.261 0.913
C 0.560 -0.439 -0.302
C -0.359 -0.034 -1.179
C -0.387 1.989 0.137
O -1.179 2.486 -0.559
O 0.404 1.694 0.947
H 0.477 -2.301 0.650
H -0.785 -1.187 1.211
H 0.899 -1.004 1.769
H 1.607 -0.174 -0.455
H -0.089 0.489 -2.089
H -1.415 -0.261 -1.042
*
```

Calculated values
LUMO level = 0.79 eV
SMILES = O=C=O.C=CC
HOMO level = -9.675 eV

Here are the natural (NBO) charges for atoms 1 to 5, given in e: atom 1 (C): -0.657, atom 2 (C): -0.120, atom 3 (C): -0.492, atom 4 (C): 1.046, atom 5 (O): -0.517


C2H4N2O2 | ωB97M-V/def2-TZVPD

The geometry in ORCA input format:
```
! RIJCOSX wB97M-V def2-TZVPD def2/J DEFGRID3
* xyz 0 1
N 1.853 -0.017 -0.108
C 0.624 -0.348 0.380
O 0.469 -1.066 1.341
N -0.471 0.180 -0.342
C -1.790 0.111 0.015
O -2.659 0.347 -0.802
H 2.635 -0.243 0.491
H 1.944 0.846 -0.615
H -0.596 0.335 -1.408
H -2.010 -0.146 1.050
*
```

Calculated values
LUMO level = 0.65 eV
SMILES = NC(=O)NC=O
HOMO level = -10.428 eV

Here are the natural (NBO) charges for atoms 1 to 5, given in e: atom 1 (N): -0.823, atom 2 (C): 0.788, atom 3 (O): -0.603, atom 4 (N): -0.701, atom 5 (C): 0.541